Model P:
# C2H3NO3

A cluster of 2 separate species, C2H3NO3 in total (wB97M-V/def2-TZVPD, the Open Molecules 2025 dataset).

Geometry as ORCA input:
```
! RIJCOSX wB97M-V def2-TZVPD def2/J DEFGRID3
* xyz 0 1
C 3.9228 1.0067 0.6044
C 0.3576 0.4976 0.5446
N 0.3798 0.3138 -0.7296
O 4.1350 1.6887 -0.2668
O 3.7741 0.4129 1.5868
O -0.1640 -0.8308 -1.3381
H 0.7782 1.3437 0.9205
H 0.0051 -0.2344 1.2266
H -0.0547 -0.7083 -2.3227
*
```

HOMO energy	-10.25	eV

Model Q:
# C2H3NO3

The molecule C2H3NO3 (wB97M-V/def2-TZVPD, the Open Molecules 2025 dataset).

Geometry as ORCA input:
```
! RIJCOSX wB97M-V def2-TZVPD def2/J DEFGRID3
* xyz 0 1
C 0.8243 0.7943 -0.7529
C 0.0962 0.0653 0.0320
N -0.8668 -0.9726 -0.1956
O -1.1325 -1.2925 -1.2915
O -1.3184 -1.3898 0.8517
O 0.3027 0.5470 1.5377
H 1.4206 1.7250 -0.4523
H 0.8214 0.5269 -1.8531
H -0.1475 -0.0036 2.1239
*
```

HOMO energy	-10.63	eV

Model R:
# C2H3NO3

A cluster of 2 separate species, C2H3NO3 in total (wB97M-V/def2-TZVPD, the Open Molecules 2025 dataset).

Geometry as ORCA input:
```
! RIJCOSX wB97M-V def2-TZVPD def2/J DEFGRID3
* xyz 0 1
C -2.4210 -0.4482 -1.2377
C 0.9460 0.4018 0.9417
N 2.1627 0.1693 0.1870
O -2.3784 0.0966 -0.2477
O -2.3632 -0.9584 -2.2662
O 2.1857 -0.6728 -0.6988
H 0.1655 -0.3121 0.8744
H 0.3560 1.1951 0.5113
H 1.3467 0.5287 1.9361
*
```

HOMO energy	-9.23	eV

Model S:
# C2H3NO3

The molecule C2H3NO3 (wB97M-V/def2-TZVPD, the Open Molecules 2025 dataset).

Geometry as ORCA input:
```
! RIJCOSX wB97M-V def2-TZVPD def2/J DEFGRID3
* xyz 0 1
C -0.6652 -0.3841 0.1111
C 0.4134 1.6469 -0.5436
H 0.5976 -2.8762 0.9740
H -1.5448 0.3437 0.3642
H 1.4303 1.7939 -0.8866
N -0.6049 -1.6430 0.5207
O 0.7773 -1.9839 0.4678
O 0.4247 0.2584 -0.3045
O -0.5443 2.3083 -0.3510
*
```

HOMO energy	-9.57	eV

Which of them is most stable? Easy: model P.

Model P:
# C2H3NO3

The molecule C2H3NO3 (wB97M-V/def2-TZVPD, the Open Molecules 2025 dataset).

Geometry as ORCA input:
```
! RIJCOSX wB97M-V def2-TZVPD def2/J DEFGRID3
* xyz 0 1
O 0.0678 1.5688 0.7306
C -0.5062 1.3500 -0.3216
N -1.0017 0.1065 -0.6626
C 0.2272 -0.9435 -0.2065
O -0.1177 -1.1684 1.0467
O 1.2715 -0.9550 -0.7151
H -0.0788 1.8563 -1.2179
H -1.6017 0.1177 -1.4735
H 0.0846 -0.2874 1.4658
*
```

HOMO energy	-10.23	eV

Model Q:
# C2H3NO3

The molecule C2H3NO3 (wB97M-V/def2-TZVPD, the Open Molecules 2025 dataset).

Geometry as ORCA input:
```
! RIJCOSX wB97M-V def2-TZVPD def2/J DEFGRID3
* xyz 0 1
C -0.3264 0.8824 -0.1486
C -1.2262 -0.3481 -0.4687
H 1.2959 -1.5291 0.0728
H 1.6983 1.1006 0.3368
H -2.3018 -0.3502 -0.0013
N 0.9364 0.3937 0.0952
O 1.2562 -0.7557 0.7695
O -0.7748 1.9587 0.0284
O -0.5575 -1.3522 -0.6839
*
```

HOMO energy	-9.74	eV

Model R:
# C2H3NO3

The molecule C2H3NO3 (wB97M-V/def2-TZVPD, the Open Molecules 2025 dataset).

Geometry as ORCA input:
```
! RIJCOSX wB97M-V def2-TZVPD def2/J DEFGRID3
* xyz 0 1
C -1.4525 0.7538 0.1700
C -1.4462 1.3659 -1.2339
N -2.4442 -0.4558 0.0336
O -0.9886 1.0239 1.2076
O -3.6356 -0.2300 0.1466
O -1.9279 -1.5541 -0.0953
H -0.9786 2.3580 -1.3236
H -2.4641 1.4478 -1.6664
H -0.8835 0.7903 -2.0104
*
```

HOMO energy	-10.80	eV

Which of them is most stable? Easy: model P.

Model P:
# C2H3NO3

The molecule C2H3NO3 (wB97M-V/def2-TZVPD, the Open Molecules 2025 dataset).

Geometry as ORCA input:
```
! RIJCOSX wB97M-V def2-TZVPD def2/J DEFGRID3
* xyz 0 1
C -1.1187 0.3744 0.2338
C 1.1658 -0.4755 0.3303
O 0.2108 0.4958 0.7317
N 1.4604 -0.6010 -1.0314
O 0.8370 0.1812 -1.7637
O 1.8865 -1.0412 1.1294
H -1.2424 0.9019 -0.7155
H -1.7949 0.8426 0.9554
H -1.4044 -0.6782 0.1300
*
```

HOMO energy (spin up / spin down)	-10.54 / -10.54	eV

Model Q:
# C2H3NO3

The molecule C2H3NO3 (wB97M-V/def2-TZVPD, the Open Molecules 2025 dataset).

Geometry as ORCA input:
```
! RIJCOSX wB97M-V def2-TZVPD def2/J DEFGRID3
* xyz 0 1
C -0.9405 -0.3826 0.9579
C 1.1215 0.7575 -0.1467
H 0.1442 -1.0889 -1.6155
H -0.7654 0.2405 1.9483
H 1.6073 1.0307 0.8276
N -0.2076 0.0650 -0.1169
O -0.6595 -0.3927 -1.3068
O -1.8472 -1.2013 0.7462
O 1.5471 0.9719 -1.2942
*
```

HOMO energy	-10.36	eV

Which of them is most stable? Easy: model Q.

Model P:
# C7H10Br2

A structure of composition C7H10Br2 (wB97M-V/def2-TZVPD, the Open Molecules 2025 dataset).

Geometry as ORCA input:
```
! RIJCOSX wB97M-V def2-TZVPD def2/J DEFGRID3
* xyz 0 1
C -0.0247 -1.4694 -1.4701
C -0.2587 -0.6700 -0.4822
C 1.3993 0.1237 1.5030
C 0.7477 0.3494 0.1324
C 2.2614 -0.0574 0.2361
C -1.5185 -0.7157 0.2905
C 0.4266 1.7441 -0.3901
Br 2.9628 -1.8730 0.0341
Br 3.5881 1.2929 -0.1361
H -0.8584 -2.2922 -1.7115
H 0.8059 -1.5850 -2.1493
H 1.7344 0.8491 2.2784
H 1.1314 -0.8876 1.9907
H -1.2141 -0.1665 1.2513
H -2.2808 -0.1811 -0.2081
H -1.8705 -1.8138 0.4254
H 1.0158 2.5018 0.1989
H -0.5372 1.9914 -0.4134
H 0.7983 1.8852 -1.3968
*
```

HOMO energy	-9.57	eV

Model Q:
# C7H10Br2

A structure of composition C7H10Br2 (wB97M-V/def2-TZVPD, the Open Molecules 2025 dataset).

Geometry as ORCA input:
```
! RIJCOSX wB97M-V def2-TZVPD def2/J DEFGRID3
* xyz 0 1
C 1.2086 0.4484 -1.5963
C 0.4673 0.5363 -0.5246
C -1.2399 -0.2240 1.3139
C -0.4422 -0.5078 -0.0383
C -2.3471 0.0200 0.3307
C 0.6157 1.7655 0.3997
C -0.4522 -1.9231 -0.4011
Br -2.9618 1.8305 -0.0420
Br -3.6582 -1.2266 -0.0115
H 2.0299 1.1364 -1.8215
H 1.0242 -0.2668 -2.4459
H -1.5447 -1.0628 1.8281
H -0.8390 0.4721 1.9827
H -0.2170 2.4673 0.2714
H 0.5548 1.4050 1.4641
H 1.6804 2.1649 0.0364
H -0.3000 -2.0661 -1.4913
H -1.2875 -2.3974 0.0961
H 0.2829 -2.4481 0.1683
*
```

HOMO energy	-7.74	eV

Which of them is most stable? Easy: model P.

Model P:
# CH3NO2S

The molecule CH3NO2S (wB97M-V/def2-TZVPD, the Open Molecules 2025 dataset).

Geometry as ORCA input:
```
! RIJCOSX wB97M-V def2-TZVPD def2/J DEFGRID3
* xyz 0 3
C -1.9496 0.6840 -0.1238
N -0.6609 0.6560 -0.0637
O 2.9090 -0.2619 -0.7256
O 0.2572 -0.4110 -0.2797
S 2.1457 -0.4086 0.5034
H -2.3617 1.6522 0.1252
H -2.6768 -0.0762 -0.2211
H 2.3371 -1.8344 0.7853
*
```

expectation value of S²	2.011
HOMO energy (spin up / spin down)	-7.24 / -9.51	eV

Model Q:
# CH3NO2S

A cluster of 2 separate species, CH3NO2S in total (wB97M-V/def2-TZVPD, the Open Molecules 2025 dataset).

Geometry as ORCA input:
```
! RIJCOSX wB97M-V def2-TZVPD def2/J DEFGRID3
* xyz 0 3
C -0.7765 0.4122 -0.4047
N 1.6029 0.0520 0.0230
O 2.4877 0.8879 0.2406
O 1.5624 -1.1506 0.2558
S -1.3427 -1.1129 -0.0253
H -0.9260 1.3129 0.1175
H -0.5270 0.5506 -1.3962
H -2.0809 -0.9521 1.1893
*
```

expectation value of S²	2.009
HOMO energy (spin up / spin down)	-7.15 / -10.39	eV

Which of them is most stable? Easy: model Q.

Model P:
# C5H8O3

The molecule C5H8O3 (wB97M-V/def2-TZVPD, the Open Molecules 2025 dataset).

Geometry as ORCA input:
```
! RIJCOSX wB97M-V def2-TZVPD def2/J DEFGRID3
* xyz 0 1
C -1.3020 0.7119 0.3127
C 2.2666 -0.5281 -0.5978
C 0.1917 0.4397 0.3991
C -1.7847 -0.7555 0.3840
C 0.8268 -0.1404 -0.6282
O -1.7027 1.3011 -0.8827
O 0.7476 0.4903 1.6443
O -2.3578 -1.2598 -0.5488
H -2.1070 0.5846 -1.4199
H 0.2764 1.1295 2.1925
H -1.6398 1.3123 1.1682
H -1.6472 -1.2417 1.3607
H 0.3367 -0.1541 -1.5907
H 2.3794 -1.5659 -0.9026
H 2.8415 0.0834 -1.2904
H 2.6745 -0.4070 0.3998
*
```

HOMO energy	-8.81	eV

Model Q:
# C5H8O3

The molecule C5H8O3 (wB97M-V/def2-TZVPD, the Open Molecules 2025 dataset).

Geometry as ORCA input:
```
! RIJCOSX wB97M-V def2-TZVPD def2/J DEFGRID3
* xyz 0 1
C 1.8689 -0.1478 0.2896
C 0.6293 -0.4312 -0.3315
C -1.6534 -0.7460 -0.2501
C -1.5062 0.7753 -0.0792
C 0.6431 0.8545 0.5391
H 3.4063 -0.8867 -0.5886
H 2.0663 -0.6817 1.1863
H 0.2689 0.0290 -1.4624
H -1.9783 -0.9634 -1.3996
H -2.4332 -0.8731 0.7467
H -2.3747 1.1089 -0.6360
H -1.6916 0.8778 1.0661
H 0.3115 0.7890 1.5706
O 3.0468 0.1371 -0.4018
O -0.3816 -1.3975 0.1112
O -0.2221 1.5558 -0.3603
*
```

HOMO energy	-8.52	eV

Model R:
# C5H8O3

The molecule C5H8O3 (wB97M-V/def2-TZVPD, the Open Molecules 2025 dataset).

Geometry as ORCA input:
```
! RIJCOSX wB97M-V def2-TZVPD def2/J DEFGRID3
* xyz 0 1
C 2.3718 -0.6000 0.2234
C 1.1744 0.0312 -0.0187
C 0.7003 1.2418 0.2833
C -0.9117 0.2142 -0.9600
C -2.1057 -0.4751 -0.2043
H 2.2602 -1.1820 1.1508
H 2.7343 -1.2438 -0.5374
H 3.1176 0.2044 0.4480
H 1.1757 2.0342 0.8939
H -1.0527 0.4036 -2.0788
H -3.0488 0.0578 -0.4287
H -2.1806 -1.5311 -0.5750
H -2.0646 0.4954 1.5639
O -0.5195 1.4035 -0.2586
O -1.7771 -0.3836 1.2148
O 0.1266 -0.6707 -0.7168
*
```

HOMO energy	-7.61	eV

Model S:
# C5H8O3

A cluster of 2 separate species, C5H8O3 in total (wB97M-V/def2-TZVPD, the Open Molecules 2025 dataset).

Geometry as ORCA input:
```
! RIJCOSX wB97M-V def2-TZVPD def2/J DEFGRID3
* xyz 0 1
C 1.4631 0.1703 -0.2073
C 0.1496 -0.8439 -0.4636
C -1.9588 -0.5548 0.2553
C -1.0861 0.4876 1.1871
C 0.1569 0.4458 0.2345
H 3.4866 -0.4096 -0.4151
H 2.2256 0.8389 -0.8609
H 0.6071 -1.8348 0.0362
H -2.2413 -1.4984 0.9519
H -3.1435 -0.2040 0.0644
H -0.9489 -0.0819 2.1870
H -1.3694 1.4195 1.5449
H 0.2899 2.3766 -0.4729
O 2.4804 -0.5662 0.5969
O -1.1459 -0.8238 -1.0462
O -0.2413 1.5354 -0.6846
*
```

HOMO energy	-8.77	eV

Which of them is most stable? Easy: model P.